1.
The following is a quantum chemistry calculation of C36H43GeNO6PRuS as an isolated structure at a distorted geometry, from the Open Molecules 2025 dataset.

The geometry in XYZ format:
```
90
Properties=species:S:1:pos:R:3:lowdin_spin:R:1
Ru -0.5548 -0.2249 0.1542 0.839
C 0.4625 0.3928 2.6525 -0.002
C 1.8162 0.1161 2.5106 0.001
C 2.5688 0.8303 1.5938 0.001
C 1.9807 1.8052 0.7995 0.006
C 0.6293 2.0877 0.9409 -0.002
C -0.1569 1.3843 1.8733 -0.004
H -0.1305 -0.1421 3.3840 0.000
H 2.2682 -0.6674 3.1011 0.000
H 3.6216 0.6089 1.4764 0.000
H 2.5724 2.3513 0.0774 0.000
H 0.1644 2.8825 0.3741 0.000
H -1.1750 1.6980 2.0777 0.000
S -2.6698 -2.5293 3.2590 0.002
C -2.2931 -1.5110 2.1026 0.008
N -2.0718 -0.7318 1.2426 0.025
O -0.3385 0.8643 -1.7489 0.074
C -1.4055 1.5093 -1.5416 0.004
O -1.9729 1.3508 -0.4180 0.003
C -1.9373 2.4466 -2.5853 0.001
C -3.4104 2.8277 -2.4777 0.001
Ge -4.3469 3.0523 -0.7442 0.000
C -5.0849 1.3976 -0.0318 0.000
C -5.6770 0.4720 -0.8841 0.000
C -6.2701 -0.6795 -0.3905 0.000
C -6.2796 -0.9222 0.9734 0.000
C -5.7022 -0.0044 1.8365 0.000
C -5.1067 1.1401 1.3343 0.000
C -3.3815 4.0955 0.5969 0.000
C -2.0251 4.3914 0.5143 0.000
C -1.3930 5.1581 1.4803 0.000
C -2.1132 5.6305 2.5666 0.000
C -3.4670 5.3541 2.6635 0.000
C -4.0939 4.6028 1.6819 0.000
C -5.9032 4.1715 -1.1983 0.000
C -7.2098 3.7040 -1.1583 0.000
C -8.2807 4.5266 -1.4740 0.000
C -8.0604 5.8445 -1.8361 0.000
C -6.7624 6.3333 -1.8780 0.000
C -5.7044 5.5019 -1.5593 0.000
H -1.6979 2.0045 -3.5542 0.000
H -1.3166 3.3462 -2.5225 0.000
H -4.0171 2.0966 -3.0180 0.000
H -3.5674 3.7780 -2.9912 0.000
H -5.6887 0.6455 -1.9550 0.000
H -6.7238 -1.3884 -1.0709 0.000
H -6.7330 -1.8230 1.3637 0.000
H -5.6996 -0.1924 2.9008 0.000
H -4.6415 1.8353 2.0225 0.000
H -1.4488 4.0291 -0.3263 0.000
H -0.3392 5.3846 1.3895 0.000
H -1.6235 6.2209 3.3290 0.000
H -4.0378 5.7307 3.5010 0.000
H -5.1606 4.4204 1.7592 0.000
H -7.4050 2.6781 -0.8690 0.000
H -9.2885 4.1375 -1.4338 0.000
H -8.8935 6.4901 -2.0797 0.000
H -6.5797 7.3626 -2.1537 0.000
H -4.6991 5.9085 -1.5827 0.000
C -2.8898 -1.6728 -1.9160 0.000
C -1.7713 -2.6689 -1.7136 -0.001
C -1.3602 -3.3292 -3.0219 0.000
C -2.0866 -3.6989 -0.6495 0.000
O -0.5988 -1.8455 -1.3266 -0.006
P 0.7344 -2.3888 -0.5045 0.004
O 1.1386 -3.7649 -0.7803 -0.001
O 0.3062 -1.8741 0.8837 0.024
O 1.7546 -1.2348 -0.9386 0.021
C 2.5927 -1.2729 -2.1316 0.001
C 3.7246 -2.2531 -1.8745 0.001
C 1.7535 -1.6682 -3.3339 0.000
C 3.0968 0.1540 -2.2697 0.000
H -3.7863 -2.2110 -2.2210 0.000
H -2.6311 -0.9578 -2.6993 0.000
H -3.1236 -1.1330 -0.9989 0.000
H -2.1853 -3.9385 -3.3912 0.000
H -0.4974 -3.9739 -2.8718 0.000
H -1.1197 -2.5782 -3.7716 0.000
H -2.9662 -4.2573 -0.9748 0.000
H -2.3164 -3.2424 0.3089 0.000
H -1.2649 -4.4005 -0.5200 0.000
H 3.3364 -3.2521 -1.6979 0.000
H 4.3080 -1.9400 -1.0099 0.000
H 4.3848 -2.2827 -2.7429 0.000
H 1.4372 -2.7092 -3.2728 0.000
H 2.3504 -1.5403 -4.2376 0.000
H 0.8746 -1.0294 -3.4066 0.000
H 3.7912 0.3995 -1.4666 0.000
H 2.2606 0.8506 -2.2447 0.000
H 3.6204 0.2675 -3.2192 0.000
```

Its relative energy (zero: lowest compared OMol25 entry of this formula, charge and spin) is 0.3824 eV. The value obtained for the gap between HOMO and LUMO (spin up / spin down) is 7.3397 / 7.4339 eV. As for the net charge: 0. Its calculated total energy is -131030.729 eV. As for the spin multiplicity: 2. As for the maximum force: 0.03757 hartree/bohr.

***

2.
The following is a quantum chemistry calculation of C32H19N5O2S2Yb as an isolated structure, from the Open Molecules 2025 dataset.

The geometry in XYZ format:
```
61
Properties=species:S:1:pos:R:3:lowdin_spin:R:1
Yb -0.2558 -1.0795 -1.2065 1.001
S 7.0195 -1.1299 -2.4097 0.000
C 7.4050 -1.1705 -4.0594 0.000
C 6.2946 -1.1635 -4.8541 0.000
C 5.1065 -1.1384 -4.0971 0.000
C 5.3286 -1.1284 -2.7392 0.000
C 4.3503 -1.1188 -1.6659 0.000
C 2.9755 -1.1722 -1.9392 0.001
N 2.0226 -1.1687 -1.0037 0.000
C 2.3744 -1.1136 0.3180 0.000
C 3.7195 -1.0590 0.6893 0.000
C 4.0695 -1.0042 2.0856 0.000
C 3.1177 -0.9983 3.0357 0.000
C 1.7228 -1.0518 2.6813 0.000
C 0.7101 -1.0430 3.6452 0.000
C -0.6375 -1.0962 3.3023 0.000
C -0.9093 -1.1643 1.9328 0.000
N 0.0354 -1.1776 0.9840 -0.002
C 1.3567 -1.1163 1.3352 0.000
C -1.7135 -1.0910 4.2824 0.000
C -3.0696 -1.0997 4.0587 0.000
C -3.8294 -1.1080 5.2465 0.000
C -3.0369 -1.1043 6.3580 0.000
S -1.3865 -1.0788 5.9728 0.000
C 4.6896 -1.0629 -0.3185 0.000
H 8.4380 -1.1936 -4.3723 0.000
H 6.3330 -1.1818 -5.9328 0.000
H 4.1264 -1.1346 -4.5564 0.000
H 2.6410 -1.2333 -2.9682 0.000
H 5.1183 -0.9712 2.3516 0.000
H 3.3805 -0.9598 4.0850 0.000
H 0.9947 -0.9927 4.6906 0.000
H -1.9348 -1.2193 1.5896 0.000
H -3.5230 -1.1052 3.0754 0.000
H -4.9083 -1.1217 5.2850 0.000
H -3.3502 -1.1128 7.3911 0.000
H 5.7343 -1.0223 -0.0302 0.000
O -5.2209 4.8756 -1.6515 0.000
N -4.1497 4.6161 -1.1737 0.000
O -3.4257 5.3667 -0.5549 0.000
C -3.6955 3.2062 -1.2833 0.000
C -4.6529 2.2673 -1.3188 0.000
C -4.2997 0.8813 -1.3557 0.000
C -5.2786 -0.1333 -1.3751 0.000
C -4.8945 -1.4499 -1.4100 0.000
C -3.5345 -1.7432 -1.4233 0.000
N -2.5822 -0.8085 -1.4090 -0.001
C -2.9567 0.5082 -1.3818 0.000
C -1.9390 1.5322 -1.3744 0.000
N -0.6265 1.1401 -1.4265 -0.002
C 0.3344 2.0668 -1.4176 0.000
C 0.0600 3.4248 -1.3654 0.000
C -1.2482 3.8377 -1.3231 0.000
C -2.2938 2.8841 -1.3162 0.000
H -5.6940 2.5653 -1.3184 0.000
H -6.3276 0.1389 -1.3659 0.000
H -5.6171 -2.2539 -1.4307 0.000
H -3.2097 -2.7774 -1.4562 0.000
H 1.3574 1.7114 -1.4577 0.000
H 0.8705 4.1398 -1.3669 0.000
H -1.4853 4.8909 -1.2870 0.000
```

The value obtained for the gap between HOMO and LUMO (spin up / spin down) is 5.3664 / 4.1358 eV. As for the net charge: +3. Its calculated total energy is -98212.695 eV. As for the spin multiplicity: 2. As for the maximum force: 0.00448 hartree/bohr.

***

3.
The following is a quantum chemistry calculation of C3H6O2 as an isolated structure at a distorted geometry, from the Open Molecules 2025 dataset.

The geometry in XYZ format:
```
11
Properties=species:S:1:pos:R:3:lowdin_charge:R:1
C -1.2607 0.9926 0.3434 0.056
O -0.9656 -0.4848 -0.4632 -0.228
C 0.3137 -0.9382 -0.0699 -0.216
C 1.4293 0.0823 -0.2953 -0.258
O 2.3899 0.1829 0.4216 0.066
H -0.9098 0.8057 1.3816 0.059
H -0.8112 0.6860 -0.7890 0.085
H -2.3556 1.0304 0.3931 0.039
H 0.5477 -1.8173 -0.6872 0.137
H 0.2995 -1.2350 0.9825 0.129
H 1.3229 0.6953 -1.2177 0.130
```

Its relative energy (zero: lowest compared OMol25 entry of this formula, charge and spin) is 5.2684 eV. The value obtained for the gap between HOMO and LUMO is 10.0834 eV. As for the net charge: 0. Its calculated total energy is -7298.410 eV. As for the spin multiplicity: 1. As for the maximum force: 0.04319 hartree/bohr.

***

4.
The following is a quantum chemistry calculation of C9H19CoN5O5 as an isolated structure at a distorted geometry, from the Open Molecules 2025 dataset.

The geometry in XYZ format:
```
39
Properties=species:S:1:pos:R:3:lowdin_spin:R:1
Co -0.8706 0.3306 -0.2927 0.982
N -1.3918 2.2456 0.6606 -0.015
C -2.7594 2.7872 0.5160 0.000
C -3.1880 2.8128 -0.9440 0.000
C -3.4006 1.4162 -1.5027 0.000
O -4.4676 1.1217 -2.0098 0.004
O -2.3888 0.6187 -1.3790 -0.002
H -1.1531 2.1294 1.6387 0.001
H -0.7279 2.9012 0.2622 0.000
H -2.8165 3.7974 0.9235 0.000
H -3.4334 2.1547 1.0930 0.000
H -2.4182 3.3163 -1.5407 0.000
H -4.1214 3.3603 -1.0490 0.000
C 3.1007 1.7733 0.6618 0.000
C 1.7789 1.0952 0.4865 0.000
N 1.0270 1.2567 -0.5288 0.032
O 1.4575 2.2358 -1.4165 0.008
C 1.2569 0.1371 1.4798 -0.006
C 2.1084 -0.5102 2.5204 -0.001
N -0.0076 -0.1088 1.3446 -0.001
O -0.6017 -1.0254 2.0294 -0.007
H 3.1269 2.7125 0.1181 0.000
H 3.8956 1.1336 0.2705 0.000
H 3.3036 1.9565 1.7164 0.000
H 0.9047 2.0811 -2.1919 0.000
H 3.0044 -0.9473 2.0719 0.000
H 1.5306 -1.2941 3.0045 0.000
H 2.4294 0.2029 3.2847 0.000
C 0.9244 -4.7536 -1.6543 0.000
N 0.4211 -3.4169 -1.8728 0.000
C 0.0878 -2.5346 -0.8997 0.001
N 0.0869 -2.9715 0.3748 0.000
O -0.1781 -1.3614 -1.2118 0.003
H 1.0339 -5.2433 -2.6178 0.000
H 0.2266 -5.3507 -1.0628 0.000
H 1.8968 -4.7546 -1.1552 0.000
H 0.4521 -3.0159 -2.7923 0.000
H 0.1689 -3.9495 0.5811 0.000
H -0.2980 -2.3390 1.0836 0.000
```

Its relative energy (zero: lowest compared OMol25 entry of this formula, charge and spin) is 1.0735 eV. The value obtained for the gap between HOMO and LUMO (spin up / spin down) is 8.6056 / 8.6417 eV. As for the net charge: 0. Its calculated total energy is -64955.295 eV. As for the spin multiplicity: 2. As for the maximum force: 0.03831 hartree/bohr.

***

Question: What is the formula in the second record?
Answer: C32H19N5O2S2Yb